Record 1
The following is a quantum chemistry calculation of a cluster of 2 separate species, C4H9O2P in total, from the Open Molecules 2025 dataset.

```
16
Properties=species:S:1:pos:R:3:forces:R:3
H 2.424 1.537 -0.075 -0.673 -0.898 1.369
H 1.952 1.023 1.623 -0.319 1.161 2.111
H 2.934 -0.872 -1.823 -0.881 1.414 0.054
H -3.200 0.803 1.466 -1.628 -1.252 -0.792
C 1.914 -0.421 -1.631 -1.613 -3.723 0.508
O -3.437 -0.907 -1.107 -0.031 0.364 0.551
H 1.189 -0.997 -2.338 1.172 0.742 1.341
O 0.073 0.029 0.456 -2.310 -1.560 -0.075
C 2.457 0.755 0.765 2.344 -0.427 -3.520
H 1.613 0.596 -1.686 0.759 1.019 -0.555
H -0.767 -0.564 0.486 2.490 1.311 -0.110
C -3.989 0.038 1.082 3.488 3.276 0.701
C -3.684 -0.465 -0.058 0.055 -1.177 -2.050
P 1.531 -0.782 0.279 0.391 1.103 -1.963
H -4.597 -0.380 1.778 -1.848 -1.188 1.584
H 3.584 0.607 0.784 -1.396 -0.166 0.846
```
Positions in Å, forces in eV/Å.

Values from the calculation:
Highest occupied orbital energy   -8.8343 eV
Strongest force on any atom   4.84 eV Å⁻¹
SMILES   CP(C)O.C=C=O
HOMO-LUMO gap   9.46 eV
ΔE to the lowest compared entry with this formula, charge and spin   75.5 kcal/mol
Molar mass   120.09 g/mol
Lowest unoccupied orbital energy   0.629 eV

Now the natural (NBO) charges, all in e: 0.2230 0.2308 0.2346 0.2737 -0.9326 -0.4576 0.2218 -1.0109 -0.9508 0.2229 0.5016 -0.7837 0.7099 1.0252 0.2576 0.2344


Record 2
The following is a quantum chemistry calculation of a structure of composition C12H19DyN4OS2, from the Open Molecules 2025 dataset.

```
39
Properties=species:S:1:pos:R:3:forces:R:3
C -4.408 -1.283 -1.082 0.006 -0.034 0.029
H 4.676 -0.218 1.947 -0.015 0.020 0.017
C -0.611 -2.235 0.920 -0.087 -0.019 0.027
N 0.253 -0.536 -0.590 0.471 -0.094 -0.236
H 4.518 -0.142 -0.351 0.000 -0.005 0.008
C -1.625 3.131 0.142 0.021 -0.062 -0.039
H 1.983 3.323 0.854 -0.002 -0.026 0.002
S 2.745 0.064 -2.272 -0.619 -0.048 0.135
C -4.409 -0.334 -2.088 -0.034 -0.007 -0.005
H 4.700 -2.620 1.281 -0.033 0.005 0.013
C -2.048 -0.970 -0.840 0.109 -0.129 0.050
H -5.327 -1.771 -0.784 0.019 0.007 -0.005
H -1.920 3.709 1.018 0.043 0.010 -0.018
H -1.294 -3.072 0.791 0.009 0.017 0.005
H 2.932 -2.677 1.374 0.047 0.025 0.024
H -5.317 -0.049 -2.601 0.025 -0.009 0.005
H 0.861 1.926 1.000 0.017 -0.012 0.074
H 0.410 -2.601 0.956 0.009 0.006 0.006
H -1.591 2.066 0.369 -0.095 -0.021 0.026
H -2.304 3.352 -0.680 -0.038 -0.012 0.015
N 3.664 -0.307 0.159 0.137 -0.006 -0.025
C -3.209 -1.608 -0.454 -0.188 -0.022 0.049
C -0.747 -1.242 -0.178 -0.122 -0.022 0.095
S 0.000 3.653 -0.362 0.189 0.108 -0.186
C 3.825 -2.194 1.773 -0.015 -0.008 -0.031
H -3.192 -2.347 0.333 -0.021 0.019 0.005
C 2.541 -0.322 -0.550 -0.076 -0.030 0.012
H 0.561 3.447 1.923 0.013 0.021 -0.036
C 3.768 -0.688 1.573 0.056 -0.047 -0.046
O 0.361 2.692 -1.536 -0.453 -0.228 0.117
H 3.893 -2.420 2.837 -0.001 -0.007 -0.021
N 1.433 -0.646 0.092 -0.035 0.020 0.305
H -3.162 0.982 -3.232 -0.003 0.012 -0.003
C -3.202 0.247 -2.436 -0.009 0.034 -0.103
H -0.825 -1.764 1.885 0.001 -0.014 -0.014
Dy 0.241 0.750 -2.460 0.144 0.489 -0.087
C 0.950 3.014 1.000 0.076 -0.031 -0.034
N -2.049 -0.053 -1.834 0.489 0.087 -0.134
H 2.922 -0.255 2.102 -0.036 0.015 0.002
```
Positions in Å, forces in eV/Å.

Values from the calculation:
Total charge   +2
Highest occupied orbital energy (alpha / beta)   -14.5205 / -14.5178 eV
Multiplicity   6
Strongest force on any atom   0.64 eV Å⁻¹
HOMO-LUMO gap (alpha / beta)   7.28 / 7.30 eV
ΔE to the lowest compared entry with this formula, charge and spin   6.4 kcal/mol
Molar mass   461.94 g/mol
Lowest unoccupied orbital energy (alpha / beta)   -7.236 / -7.213 eV

Now the Mulliken charges, all in e: -0.4662 0.4561 -1.2540 0.0793 0.2254 -0.7931 0.3518 -0.4196 -0.7838 0.3170 0.7558 0.4639 0.4386 0.4977 0.2243 0.4391 0.0712 0.1563 0.1996 0.3305 -0.1728 -0.6690 0.5084 0.4382 -0.9822 0.3944 0.5903 0.4458 -0.3863 -0.5244 0.3411 -0.8507 0.4259 -0.0643 0.3032 1.5238 -0.6633 -0.1429 0.1948